(1)
Entry from the OMol25 dataset: 7 unconnected molecules or ions with the total composition CH18NO6 at a distorted geometry (ωB97M-V/def2-TZVPD).

Computed properties:
**HOMO-LUMO gap**: 11.73 eV
**M**: 140.16 g mol⁻¹
**E_HOMO**: -0.5232 hartree
**ΔE to the lowest compared entry with this formula, charge and spin**: 0.390 eV

```
! wB97M-V def2-TZVPD RIJCOSX def2/J DEFGRID3
* xyz 1 1
C 2.2014 0.6209 -2.9320
N 1.4379 1.0415 -1.7425
H 2.2867 1.4195 -3.6553
H 3.2572 0.4950 -2.6942
H 1.8948 -0.3681 -3.2459
H 1.8228 1.8979 -1.4148
H 1.5835 0.4418 -0.9339
H 0.4742 1.3072 -1.9668
H 0.5502 -2.4238 3.5247
H 0.6588 -1.2285 4.5080
O 0.5617 -1.4670 3.5837
H -1.8421 1.7246 -0.6828
H -1.2517 0.2591 -0.3586
O -1.1389 1.0985 -0.8319
H 0.7776 4.2597 -1.1096
H 1.0804 4.2896 -2.5991
O 0.8530 3.6885 -1.8831
H 1.2411 -1.1009 0.2979
H 2.6150 -1.3093 0.9288
O 2.1829 -1.1402 0.0850
H -3.5064 -3.1923 3.0609
H -4.1203 -1.8801 2.8406
O -3.6747 -2.5768 2.3384
H -2.5091 -1.4036 1.3836
H -2.3634 -1.5657 -0.1077
O -1.9583 -1.1114 0.6407
*
```

(2)
Entry from the OMol25 dataset: 8 unconnected molecules or ions with the total composition CH19NO7 at a distorted geometry (ωB97M-V/def2-TZVPD).

Computed properties:
**SMILES string**: CN.O.O.O.O.O.O.O
**HOMO-LUMO gap**: 8.87 eV
**M**: 157.16 g mol⁻¹
**E_HOMO**: -0.3205 hartree
**ΔE to the lowest compared entry with this formula, charge and spin**: 0.000 eV

```
! wB97M-V def2-TZVPD RIJCOSX def2/J DEFGRID3
* xyz 0 1
C -0.8144 -2.3433 0.8975
N -1.0952 -1.7791 -0.3882
H -0.9696 -3.4606 0.9512
H -1.4966 -1.9848 1.7030
H 0.2355 -2.2240 1.1674
H -2.0343 -1.6276 -0.7000
H -0.3409 -1.2010 -0.7105
H -3.4050 -0.3794 0.7728
H -2.0985 0.3277 0.4884
O -3.0118 0.4850 0.9126
H 2.1598 0.1214 -2.7691
H 0.8361 -0.5707 -3.1442
O 1.3265 0.2459 -3.2191
H -0.5296 0.6776 -2.8204
H -1.8569 1.1558 -2.5492
O -1.1994 0.5912 -2.0876
H 3.1503 -0.7973 0.8773
H 1.8610 -0.3644 0.1466
O 2.8144 -0.2438 0.1712
H -0.1716 2.9865 -1.2358
H -0.2856 3.6780 0.1245
O 0.3335 3.2410 -0.4667
H -0.1193 -0.5855 2.9514
H 1.3904 -0.2211 2.7128
O 0.7713 -0.9390 3.0542
H 0.9265 2.2490 0.8915
H 2.2821 1.5280 1.0756
O 1.3411 1.4345 1.1927
*
```

Copy entry 2 word for word.
Entry from the OMol25 dataset: 8 unconnected molecules or ions with the total composition CH19NO7 at a distorted geometry (ωB97M-V/def2-TZVPD).

Computed properties:
**SMILES string**: CN.O.O.O.O.O.O.O
**HOMO-LUMO gap**: 8.87 eV
**M**: 157.16 g mol⁻¹
**E_HOMO**: -0.3205 hartree
**ΔE to the lowest compared entry with this formula, charge and spin**: 0.000 eV

```
! wB97M-V def2-TZVPD RIJCOSX def2/J DEFGRID3
* xyz 0 1
C -0.8144 -2.3433 0.8975
N -1.0952 -1.7791 -0.3882
H -0.9696 -3.4606 0.9512
H -1.4966 -1.9848 1.7030
H 0.2355 -2.2240 1.1674
H -2.0343 -1.6276 -0.7000
H -0.3409 -1.2010 -0.7105
H -3.4050 -0.3794 0.7728
H -2.0985 0.3277 0.4884
O -3.0118 0.4850 0.9126
H 2.1598 0.1214 -2.7691
H 0.8361 -0.5707 -3.1442
O 1.3265 0.2459 -3.2191
H -0.5296 0.6776 -2.8204
H -1.8569 1.1558 -2.5492
O -1.1994 0.5912 -2.0876
H 3.1503 -0.7973 0.8773
H 1.8610 -0.3644 0.1466
O 2.8144 -0.2438 0.1712
H -0.1716 2.9865 -1.2358
H -0.2856 3.6780 0.1245
O 0.3335 3.2410 -0.4667
H -0.1193 -0.5855 2.9514
H 1.3904 -0.2211 2.7128
O 0.7713 -0.9390 3.0542
H 0.9265 2.2490 0.8915
H 2.2821 1.5280 1.0756
O 1.3411 1.4345 1.1927
*
```